[1]
{"formula": "C6H14N2", "method": "ωB97M-V/def2-TZVPD", "elements": ["N", "C", "C", "N", "C", "C", "C", "C", "H", "H", "H", "H", "H", "H", "H", "H", "H", "H", "H", "H", "H", "H"], "coordinates": [[3.45878, 0.90152, -0.45361], [2.77616, -0.29940, -0.01727], [1.33497, -0.27242, 0.70045], [0.27203, -1.00021, -0.01576], [-1.11324, -0.71599, 0.72264], [-2.17454, -0.34921, -0.15613], [-2.76626, 1.04482, 0.02252], [0.17829, -0.27967, -1.34745], [-0.55536, 0.43857, -1.03409], [3.22762, 1.69787, 0.09041], [3.23043, -0.79278, 0.77241], [2.66558, -1.08969, -0.82830], [1.55924, -0.97241, 1.53319], [1.10953, 0.77557, 1.08552], [-0.75784, 0.19510, 1.50042], [-1.14058, -1.57245, 1.42387], [-3.79151, 1.14142, -0.43735], [-2.87447, -1.04122, -0.54135], [-2.17721, 1.85307, -0.33381], [-3.21491, 1.36159, 1.04280], [-0.39044, -0.92478, -1.99520], [1.14371, -0.09930, -1.73391]], "atomic_forces_ev_per_a": [[-1.10, -3.11, -0.74], [-1.24, 1.96, -2.81], [0.22, -1.01, 1.27], [1.21, 1.46, -1.19], [2.93, 1.62, 2.98], [-1.13, 1.98, 2.76], [-3.15, -0.54, 0.54], [-1.76, -2.02, 1.59], [0.57, 1.99, -1.19], [-0.44, 0.72, 1.14], [1.76, -0.94, 1.59], [0.61, 0.90, 0.56], [-0.60, 0.98, 0.36], [0.05, -1.09, -0.60], [-1.57, -1.93, -2.12], [-0.72, 0.06, -0.77], [1.20, -0.35, -0.66], [-0.07, -0.99, -0.84], [0.78, 0.74, -0.22], [1.72, -0.90, -0.62], [0.05, -0.38, -0.65], [0.66, 0.84, -0.37]], "nbo_charge": [-0.5963, -0.2870, -0.2396, -0.3908, -0.3468, -0.0595, -0.6942, -0.4424, 0.1836, 0.3056, 0.2344, 0.1982, 0.1931, 0.1800, 0.1852, 0.2527, 0.2229, 0.2082, 0.2327, 0.2410, 0.1931, 0.2257], "homo_lumo_gap_ev": 3.332, "de_lowest_kcal_mol": 223.5}

---

[2]
{"formula": "C6H14N2", "method": "ωB97M-V/def2-TZVPD", "elements": ["C", "C", "C", "C", "N", "C", "N", "C", "H", "H", "H", "H", "H", "H", "H", "H", "H", "H", "H", "H", "H", "H"], "coordinates": [[-2.36766, -1.69703, 0.18536], [-2.09372, -0.28448, -0.43187], [-0.96389, 0.42141, 0.18114], [-1.16946, 1.99211, 0.08928], [0.21696, 0.14922, -0.62458], [1.28713, 0.05687, 0.02349], [2.46996, -0.10543, -0.54126], [3.57374, -0.44341, 0.19884], [-2.93002, -2.10282, -0.71100], [-2.95279, -1.46903, 1.04264], [-1.32121, -2.30138, 0.20894], [-1.86210, -0.48258, -1.47656], [-3.13863, 0.17850, -0.45194], [-0.87169, 0.16996, 1.20631], [-1.58849, 2.28099, -0.94292], [-0.28749, 2.58490, 0.08757], [-1.76441, 2.41100, 0.99493], [1.47165, 0.22823, 1.05583], [2.61387, 0.18805, -1.48318], [3.28215, -0.74037, 1.22197], [4.37183, 0.32460, 0.43395], [4.02428, -1.35932, -0.26694]], "atomic_forces_ev_per_a": [[2.40, -0.08, -3.57], [-2.53, -1.72, -0.61], [0.35, 3.65, -1.45], [-1.95, 0.20, 0.05], [-0.59, -0.44, 0.43], [-0.51, 0.60, -0.26], [0.48, 0.84, -1.97], [3.10, -1.52, 1.97], [0.07, -0.45, 1.75], [-0.21, -1.02, 1.08], [-2.66, 1.29, 0.68], [0.16, 0.43, -0.14], [1.59, 0.16, 0.32], [0.40, -0.43, 1.24], [-0.06, -0.56, 1.68], [1.34, -0.02, 0.33], [0.40, -0.78, -1.80], [-0.89, -0.24, 1.58], [-0.25, -0.16, -0.55], [-0.13, -0.13, -0.47], [-0.73, -0.42, -0.90], [0.22, 0.80, 0.62]], "nbo_charge": [-0.6186, -0.3919, -0.0945, -0.6109, -0.4936, 0.2829, -0.6043, -0.4044, 0.2111, 0.2078, 0.2072, 0.2141, 0.1973, 0.1716, 0.2110, 0.2036, 0.2025, 0.1347, 0.3960, 0.2011, 0.1815, 0.1958], "homo_lumo_gap_ev": 9.426, "smiles": "CC[C@H](C)/N=C/NC", "de_lowest_kcal_mol": 50.4}

---

[3]
{"formula": "C6H14N2", "method": "ωB97M-V/def2-TZVPD", "elements": ["C", "C", "N", "C", "C", "N", "C", "C", "H", "H", "H", "H", "H", "H", "H", "H", "H", "H", "H", "H", "H", "H"], "coordinates": [[1.19911, 2.71562, -1.33408], [0.65980, 1.49282, -1.37616], [0.01983, 0.80837, -0.29051], [-0.19740, -0.60921, -0.25728], [-1.36849, -0.98618, -1.17660], [0.94379, -1.41365, -0.62707], [-0.62945, -0.95757, 1.27431], [0.11742, -0.21736, 2.37368], [1.20179, 3.28520, -0.41134], [1.65621, 3.15255, -2.21559], [0.70794, 0.93138, -2.30956], [-0.55087, 1.39673, 0.30415], [-2.26530, -0.41005, -0.92020], [-1.13744, -0.77018, -2.22592], [-1.61668, -2.05055, -1.09612], [1.75767, -1.06269, -0.13163], [0.80604, -2.39423, -0.41152], [-0.48962, -2.03722, 1.41877], [-1.70408, -0.78567, 1.40703], [-0.25053, 0.80973, 2.47031], [-0.05521, -0.70226, 3.34093], [1.19548, -0.19557, 2.19442]], "atomic_forces_ev_per_a": [[-0.30, -0.37, 0.27], [-0.34, -0.68, 0.48], [1.58, 1.48, -1.15], [-2.17, -0.90, 1.79], [-0.24, -0.16, -0.11], [0.86, 0.98, -0.38], [-0.13, 0.02, -0.92], [-0.03, 0.11, 0.04], [0.03, 0.07, -0.07], [-0.17, -0.10, 0.13], [0.03, -0.09, 0.24], [0.26, -0.43, -0.06], [0.19, -0.10, 0.08], [0.14, -0.06, 0.20], [0.05, 0.08, -0.02], [0.07, -0.26, -0.02], [-0.08, 0.22, 0.03], [-0.01, 0.15, -0.26], [0.05, 0.06, -0.14], [0.25, -0.09, -0.01], [0.04, 0.04, -0.15], [-0.07, 0.07, 0.03]], "nbo_charge": [-0.4982, 0.0136, -0.6683, 0.2916, -0.6233, -0.8498, -0.4079, -0.6115, 0.1906, 0.2084, 0.1929, 0.3945, 0.2060, 0.2160, 0.2025, 0.3661, 0.3676, 0.1955, 0.1959, 0.1986, 0.2128, 0.2062], "homo_lumo_gap_ev": 9.026, "smiles": "C=CN[C@@](C)(N)CC", "de_lowest_kcal_mol": 22.9}

---

[4]
{"formula": "C6H14N2", "method": "ωB97M-V/def2-TZVPD", "elements": ["C", "C", "C", "C", "N", "N", "C", "C", "H", "H", "H", "H", "H", "H", "H", "H", "H", "H", "H", "H", "H", "H"], "coordinates": [[1.78692, -0.54360, -0.33620], [-0.56240, 0.41062, 0.02187], [-0.08798, -0.71172, 0.68641], [-0.31178, 1.80849, 0.48464], [2.56400, 0.61493, -0.02538], [1.62663, -0.70764, -1.72662], [-2.50439, -0.22593, 0.79551], [-3.12267, -1.13583, 0.05389], [2.12897, -1.46998, 0.12902], [-0.77447, 0.29924, -1.03806], [2.61742, 0.77048, 0.97491], [2.28621, -1.33731, -2.16685], [3.51623, 0.55188, -0.38834], [1.57702, 0.17884, -2.21296], [-0.31041, -1.69378, 0.28752], [0.13980, -0.63388, 1.74470], [-3.04233, 0.35525, 1.54683], [-0.04898, 1.84351, 1.54374], [0.49710, 2.24909, -0.10725], [-1.19743, 2.42802, 0.32489], [-2.58418, -1.70554, -0.70736], [-4.19330, -1.34514, 0.11511]], "atomic_forces_ev_per_a": [[-0.96, -1.59, 1.61], [-4.90, 0.07, 1.17], [5.14, -0.31, -1.54], [-0.09, 0.12, -0.06], [-0.04, 0.62, 0.51], [-0.48, -0.09, -0.26], [0.83, 1.31, -1.71], [0.19, 0.16, 0.05], [0.30, -0.08, -0.32], [0.03, -0.08, 0.07], [0.02, 0.04, -0.06], [-0.12, 0.12, 0.07], [-0.24, -0.10, 0.03], [0.08, -0.10, -0.01], [-0.14, 0.09, 0.14], [-0.10, -0.06, -0.07], [0.19, 0.06, -0.03], [0.03, 0.00, -0.07], [0.03, -0.10, 0.17], [0.05, -0.07, 0.03], [-0.06, 0.18, -0.04], [0.22, -0.19, 0.31]], "nbo_charge": [0.1046, -0.0573, -0.3610, -0.6645, -0.8842, -0.8713, -0.2571, -0.4775, 0.1482, 0.2136, 0.3632, 0.3726, 0.3573, 0.3671, 0.2198, 0.2051, 0.1731, 0.2075, 0.2395, 0.2289, 0.1789, 0.1936], "homo_lumo_gap_ev": 7.456, "de_lowest_kcal_mol": 131.0}

---

[5]
{"formula": "C6H14N2O", "method": "ωB97M-V/def2-TZVPD", "elements": ["H", "N", "C", "N", "C", "C", "C", "C", "C", "O", "H", "H", "H", "H", "H", "H", "H", "H", "H", "H", "H", "H", "H"], "coordinates": [[-1.49109, -1.67991, -1.10504], [-1.75691, -2.08124, -0.20864], [-1.09822, -1.59156, 0.77560], [-1.47965, -2.02337, 2.01939], [0.25113, -0.46439, 0.74496], [0.14277, 0.53207, -0.33876], [-1.09594, 1.42160, -0.29480], [0.42267, 0.00314, -1.74127], [1.54282, 1.55407, 0.09499], [2.72248, 0.83580, 0.37711], [-0.78985, -1.98186, 2.75525], [-2.03480, -2.87410, 2.00941], [0.23212, -0.01065, 1.73893], [1.11284, -1.12813, 0.64630], [-0.97037, 2.29187, -0.94781], [-1.28631, 1.78182, 0.72078], [-1.98816, 0.88588, -0.62565], [-0.43307, -0.53036, -2.15984], [1.28044, -0.67405, -1.75369], [0.61261, 0.82882, -2.43652], [1.70103, 2.21155, -0.76590], [1.31849, 2.18950, 0.95364], [3.08495, 0.50349, -0.45841]], "atomic_forces_ev_per_a": [[0.06, -0.12, 0.30], [0.53, 0.70, -0.02], [1.39, 1.01, -0.89], [0.54, 0.06, 0.66], [-3.40, -3.39, 0.76], [2.82, 2.54, 0.41], [0.23, -0.01, 0.13], [-0.07, 0.15, -0.03], [-1.82, -0.92, -1.40], [-0.15, -0.19, -0.28], [-0.11, 0.03, -0.06], [0.11, 0.31, -0.06], [0.11, 0.02, -0.12], [0.00, 0.26, 0.05], [0.02, -0.08, 0.05], [0.04, -0.02, -0.08], [0.05, -0.07, 0.01], [0.08, -0.05, 0.05], [-0.03, 0.02, -0.02], [0.06, -0.04, 0.14], [-0.11, 0.04, -0.05], [-0.20, -0.37, 0.09], [-0.14, 0.13, 0.34]], "nbo_charge": [0.3350, -0.7549, 0.4689, -0.8273, -0.4537, -0.0522, -0.6263, -0.6226, -0.0458, -0.7177, 0.3772, 0.3956, 0.2150, 0.2331, 0.2111, 0.2137, 0.2240, 0.2085, 0.2069, 0.2127, 0.1532, 0.1768, 0.4688], "homo_lumo_gap_ev": 9.673, "smiles": "[H]/N=C(/N)CC(C)(C)CO", "de_lowest_kcal_mol": 46.0}

---

| no. | total energy (Ha) |
| --- | --- |
| 1 | -346.17105 |
| 2 | -346.44685 |
| 3 | -346.49064 |
| 4 | -346.31834 |
| 5 | -421.72694 |